No. 1
Formula: C4H4O2S
Source: the Open Molecules 2025 dataset
Level of theory: the ωB97M-V functional and the def2-TZVPD basis

## Properties
HOMO level = -8.00 eV
SMILES string = Oc1ccoc1S
Frontier orbital gap = 8.68 eV

ORCA input file:
```
! wB97M-V def2-TZVPD RIJCOSX def2/J DEFGRID3
* xyz 0 1
C -0.29 -0.44 -0.63
C 0.72 -1.13 0.11
C 1.17 -0.22 1.05
C -0.30 0.86 -0.19
H -0.94 -1.95 -1.59
H 0.90 -2.21 0.07
H 1.83 -0.33 1.94
H -1.22 3.08 0.54
O -0.97 -0.96 -1.69
O 0.57 1.01 0.86
S -1.47 2.28 -0.47
*
```

=====

No. 2
Formula: CH6N
Source: the Open Molecules 2025 dataset
Level of theory: the ωB97M-V functional and the def2-TZVPD basis

## Properties
HOMO level (spin up / spin down) = -15.41 / -15.91 eV
Frontier orbital gap (spin up / spin down) = 9.74 / 10.13 eV

ORCA input file:
```
! wB97M-V def2-TZVPD RIJCOSX def2/J DEFGRID3
* xyz 1 1
C 0.61 0.45 0.13
N -0.80 0.11 0.03
H 1.04 0.87 -0.73
H 1.14 0.33 0.98
H 1.23 -1.66 -0.41
H -1.27 1.01 0.19
H -0.90 -0.66 0.68
H -1.05 -0.45 -0.87
*
```

=====

No. 3
Formula: C45H53Cl3MnN7O9P2Te
Source: the Open Molecules 2025 dataset
Level of theory: the ωB97M-V functional and the def2-TZVPD basis

## Properties
HOMO level (spin up / spin down) = -4.46 / -4.18 eV
Frontier orbital gap (spin up / spin down) = 6.33 / 6.04 eV
Expectation value of S² = 1.12

ORCA input file:
```
! wB97M-V def2-TZVPD RIJCOSX def2/J DEFGRID3
* xyz -1 2
Mn -0.45 -0.54 0.53
C 1.77 3.17 1.69
N 0.48 3.69 1.25
C 0.52 4.90 0.47
P -0.85 3.02 1.93
O -0.77 1.57 2.12
O -2.01 3.44 0.87
P -2.83 2.30 0.02
O -1.98 1.18 -0.40
N -3.39 3.25 -1.20
C -3.46 4.69 -1.24
C -4.27 2.57 -2.16
N -4.10 1.82 0.92
C -4.02 0.62 1.76
C -5.04 2.81 1.40
N -1.22 3.78 3.35
C -2.02 3.07 4.34
C -1.34 5.22 3.40
H 2.46 3.20 0.84
H 1.66 2.13 2.01
H 2.20 3.77 2.50
H 0.99 5.73 1.02
H -0.48 5.21 0.17
H 1.10 4.73 -0.44
H -4.46 5.06 -0.97
H -3.24 5.04 -2.25
H -2.74 5.13 -0.56
H -5.31 2.88 -2.01
H -3.96 2.82 -3.18
H -4.19 1.49 -2.05
H -3.30 -0.09 1.34
H -4.99 0.12 1.76
H -3.73 0.88 2.78
H -5.17 3.61 0.67
H -4.73 3.26 2.35
H -6.01 2.34 1.55
H -1.91 2.00 4.20
H -3.08 3.33 4.27
H -1.67 3.34 5.34
H -0.60 5.70 2.75
H -1.16 5.57 4.42
H -2.34 5.57 3.09
O -1.32 -1.15 2.24
N -0.56 -1.11 3.24
N 0.64 -0.74 3.00
O 1.08 -0.42 1.79
C 1.57 -0.73 4.08
C 2.91 -0.53 3.77
C 3.84 -0.50 4.80
C 3.44 -0.68 6.12
C 2.10 -0.87 6.40
C 1.15 -0.90 5.39
H 3.19 -0.40 2.73
H 4.89 -0.35 4.56
H 4.17 -0.66 6.92
H 1.77 -1.01 7.43
H 0.10 -1.05 5.60
C 4.62 -4.53 -2.54
C 3.40 -3.94 -1.87
C 2.39 -4.73 -1.33
C 1.30 -4.21 -0.68
C 0.31 -5.18 -0.13
O 0.07 -6.21 -0.74
C -0.32 -4.94 1.20
C -1.65 -5.29 1.39
C -2.23 -5.13 2.64
C -1.47 -4.69 3.71
C -0.13 -4.37 3.52
C 0.43 -4.47 2.26
C 1.11 -2.79 -0.55
O 0.08 -2.36 0.06
C 2.11 -1.97 -1.18
C 3.23 -2.57 -1.77
C 1.95 -0.51 -1.31
N 0.94 0.15 -0.85
C 0.74 1.53 -1.31
C 0.10 1.59 -2.70
Te -1.33 0.03 -3.11
C -0.31 -0.58 -4.86
C -0.17 0.24 -5.98
C 0.56 -0.18 -7.08
C 1.15 -1.44 -7.08
C 0.99 -2.28 -5.99
C 0.27 -1.85 -4.88
C 3.04 0.21 -2.04
C 3.13 0.20 -3.43
C 4.15 0.89 -4.07
C 5.10 1.59 -3.33
C 5.03 1.59 -1.95
C 4.00 0.90 -1.31
H 4.55 -5.62 -2.56
H 5.54 -4.26 -2.01
H 4.72 -4.19 -3.57
H 2.45 -5.81 -1.41
H -2.23 -5.64 0.54
H -3.29 -5.35 2.77
H -1.92 -4.57 4.69
H 0.46 -4.01 4.36
H 1.46 -4.17 2.10
H 4.00 -1.94 -2.20
H 1.68 2.10 -1.34
H 0.09 2.01 -0.59
H 0.85 1.47 -3.48
H -0.39 2.55 -2.83
H -0.63 1.22 -5.99
H 0.67 0.47 -7.94
H 1.71 -1.78 -7.94
H 1.44 -3.26 -5.98
H 0.17 -2.49 -4.01
H 2.40 -0.35 -4.01
H 4.21 0.88 -5.15
H 5.90 2.12 -3.83
H 5.77 2.12 -1.36
H 3.94 0.89 -0.22
Cl -4.67 -4.56 -1.21
C -3.68 -3.12 -1.50
Cl -4.54 -2.07 -2.69
Cl -2.15 -3.64 -2.22
C -3.50 -2.22 -0.19
O -4.40 -2.33 0.64
O -2.54 -1.43 -0.26
*
```